Record 1
A single C18H17N3O2S molecule. Source: the OMol25 dataset; level of theory: ωB97M-V with the def2-TZVPD basis set.

The geometry in XYZ format:
```
41
Properties=species:S:1:pos:R:3:forces:R:3:nbo_charge:R:1
C -5.444350 -3.201127 0.436142 0.039 0.048 -0.003 -0.634
C -5.131112 -1.838382 -0.113093 -0.050 0.101 -0.098 0.007
C -6.082433 -1.196700 -0.897520 -0.044 0.007 -0.014 -0.230
C -5.843413 0.057947 -1.423435 0.040 -0.088 0.058 -0.194
C -4.641815 0.693248 -1.179451 -0.010 0.154 -0.093 -0.256
C -3.681225 0.065738 -0.396501 -0.389 -0.028 -0.166 0.229
N -2.446614 0.679642 -0.136907 0.021 -0.636 0.131 -0.641
C -2.100812 1.980352 -0.269963 0.488 0.130 0.198 0.673
O -2.794243 2.867258 -0.713820 -0.137 0.134 -0.091 -0.597
C -0.670639 2.277946 0.170439 0.128 0.073 0.293 -0.636
S -0.109613 1.311754 1.609295 -0.214 0.166 0.043 0.252
C 1.433221 0.696855 1.041558 0.284 -0.161 0.014 0.014
C 2.240734 -0.047210 1.919001 -0.026 0.170 -0.375 -0.219
C 3.451109 -0.466193 1.434769 -0.110 0.169 -0.337 -0.174
C 3.777977 -0.122560 0.104100 -0.491 -0.123 0.924 0.109
C 5.040738 -0.491993 -0.485120 0.360 0.339 -1.341 0.218
C 5.547179 -0.238417 -1.737432 -0.511 -0.082 0.809 -0.244
C 6.830831 -0.819223 -1.765122 0.267 -0.335 0.529 -0.314
C 7.015035 -1.382153 -0.536654 0.520 0.082 -0.830 0.104
O 5.943652 -1.191712 0.243346 -0.428 0.018 0.468 -0.396
N 2.936146 0.562035 -0.664143 1.218 -0.400 -0.552 -0.183
N 1.795032 0.960382 -0.202230 -0.810 0.263 0.420 -0.254
C -3.915902 -1.205258 0.149344 0.026 0.105 -0.015 -0.071
C -2.859256 -1.850498 1.006014 -0.160 0.059 -0.087 -0.652
H -6.425126 -3.524249 0.096947 -0.040 -0.045 0.000 0.219
H -4.711111 -3.934818 0.103820 0.020 -0.112 0.045 0.216
H -5.450737 -3.190334 1.525642 0.006 -0.097 0.076 0.216
H -7.023212 -1.689552 -1.095100 -0.088 -0.071 -0.007 0.205
H -6.592744 0.544009 -2.029431 -0.061 0.054 -0.058 0.213
H -4.443770 1.671950 -1.581060 0.019 0.032 -0.014 0.249
H -1.755387 0.081301 0.295524 -0.044 0.241 -0.029 0.413
H -0.595114 3.336644 0.416780 -0.087 -0.100 -0.123 0.252
H 0.033882 2.037960 -0.631500 -0.152 0.103 0.010 0.296
H 1.905443 -0.259795 2.922008 0.022 -0.041 0.121 0.231
H 4.144295 -1.036462 2.032910 0.040 -0.039 0.062 0.236
H 5.046759 0.296792 -2.516523 -0.157 0.126 -0.131 0.244
H 7.522970 -0.819451 -2.581706 0.189 -0.041 -0.124 0.232
H 7.837595 -1.925086 -0.114095 0.039 -0.075 0.143 0.205
H -3.217714 -2.776674 1.440132 0.042 -0.067 0.042 0.229
H -2.569572 -1.190502 1.824616 0.101 0.005 0.063 0.221
H -1.970853 -2.084141 0.415911 0.139 -0.037 0.037 0.215
```
Forces are in eV/Å.

LUMO energy (eV): 0.08
Structure (SMILES): Cc1cccc(NC(=O)CSc2ccc(-c3ccco3)nn2)c1C
DFT total energy (hartree): -1409.03325
Molecular weight (g mol⁻¹): 339.4
HOMO energy (Ha): -0.302

Record 2
A single C18H17N3O3S molecule. Source: the OMol25 dataset; level of theory: ωB97M-V with the def2-TZVPD basis set.

The geometry in XYZ format:
```
42
Properties=species:S:1:pos:R:3:forces:R:3:nbo_charge:R:1
C 3.623389 0.277490 -2.080566 -0.373 1.353 -0.426 -0.641
C 4.237119 -0.695363 -1.111265 1.342 1.655 1.289 0.077
C 5.243613 -1.500616 -1.834332 1.550 0.101 -1.353 -0.625
O 3.206249 -1.558880 -0.540431 -1.314 1.755 2.024 -0.515
C 2.456400 -0.919804 0.500643 2.590 2.322 1.002 0.784
O 2.817023 0.110985 1.104950 -0.421 -2.847 -2.182 -0.558
C 1.182734 -1.526910 0.929478 -1.245 -1.018 -0.925 -0.216
C 0.916850 -1.981666 2.226175 -0.007 -1.263 1.263 -0.123
C -0.353918 -2.566053 2.561415 1.227 0.719 -0.831 -0.261
C -1.279289 -2.728454 1.546941 1.988 0.669 0.627 0.054
N -1.026415 -2.279269 0.364942 1.164 1.826 -3.768 -0.466
C 0.112554 -1.629915 0.005612 -1.371 -0.853 0.607 0.132
S 0.234092 -0.888542 -1.655767 2.000 -0.425 1.053 0.306
C -1.398847 -0.836544 -2.254741 -2.950 -0.748 1.826 -0.615
C -2.244336 0.051395 -1.307019 -0.015 2.352 2.542 0.258
C -3.258363 -0.384933 -0.472700 1.602 0.494 -1.277 -0.361
C -3.859602 0.402788 0.563459 -1.025 -1.096 -0.707 0.613
O -4.885130 0.084557 1.112102 -1.079 -0.656 1.091 -0.612
N -3.288024 1.609298 0.889573 1.377 1.709 -0.520 -0.392
C -3.784319 2.436467 1.889834 0.711 1.653 -0.049 0.051
C -3.264680 3.713473 2.047516 -3.654 -1.171 2.134 -0.266
C -2.215183 4.157439 1.310357 2.128 -2.388 -4.165 -0.188
C -1.691858 3.373256 0.243603 -2.015 0.866 2.283 -0.177
C -2.325589 2.054913 -0.001422 3.167 1.177 -1.365 0.387
N -1.773781 1.383247 -1.022684 -1.445 -1.668 -0.085 -0.521
H 2.644465 0.556879 -1.723876 -0.234 0.527 0.238 0.229
H 3.418917 -0.140809 -3.073407 0.345 -0.243 0.180 0.210
H 4.233358 1.213974 -2.221634 -0.498 -1.011 0.253 0.221
H 4.852056 -0.092336 -0.277174 -1.855 -1.413 -1.437 0.206
H 5.977620 -0.817334 -2.400108 -0.922 -0.955 1.228 0.220
H 4.879835 -2.162965 -2.591122 -1.021 -0.087 -0.774 0.213
H 5.731696 -2.207842 -1.215095 1.052 -0.263 1.007 0.216
H 1.764913 -2.055745 2.983482 -1.318 0.514 -1.057 0.238
H -0.663272 -2.926503 3.513039 0.531 -0.103 0.870 0.224
H -2.186959 -3.239035 1.592032 -1.409 -0.816 0.776 0.201
H -1.823925 -1.883285 -2.138234 0.310 1.235 -0.598 0.257
H -1.420563 -0.474632 -3.278452 0.216 -0.099 -0.027 0.265
H -3.627463 -1.371555 -0.509980 -0.456 -0.933 -0.224 0.233
H -4.575102 2.076143 2.522864 -0.161 -0.375 -0.331 0.251
H -3.820427 4.465737 2.713498 1.046 -1.595 -0.694 0.234
H -1.860694 5.108523 1.490784 0.954 1.880 0.207 0.216
H -0.905144 3.792425 -0.402298 -0.515 -0.782 0.294 0.245
```
Forces are in eV/Å.

LUMO energy (eV): -0.15
Structure (SMILES): CC(C)OC(=O)c1cccnc1SCc1cc(=O)n2ccccc2n1
DFT total energy (hartree): -1484.22494
Molecular weight (g mol⁻¹): 355.4
HOMO energy (Ha): -0.292